C45H42NO3P3S5Ti as an isolated structure. Source: OMol25; level of theory: ωB97M-V with the def2-TZVPD basis set.

Geometry as XYZ:
```
100
Properties=species:S:1:pos:R:3:lowdin_charge:R:1
Ti 0.856 -0.456 1.285 -0.07
O 4.692 -0.425 -2.748 -0.53
S 3.384 -0.055 -2.123 0.89
C 2.154 -0.697 -3.310 -0.33
C 2.597 -0.648 -4.631 -0.09
C 1.827 -1.151 -5.657 -0.08
C 0.602 -1.734 -5.357 -0.08
C 0.179 -1.805 -4.046 -0.08
C 0.935 -1.289 -2.981 -0.30
P 0.242 -1.565 -1.264 1.03
C 0.599 -3.356 -1.116 -0.37
C -0.187 -4.167 -0.294 -0.14
C 0.150 -5.494 -0.088 -0.08
C 1.289 -6.029 -0.676 -0.10
C 2.086 -5.225 -1.475 -0.09
C 1.743 -3.898 -1.695 -0.09
C -1.538 -1.458 -1.711 -0.41
C -2.395 -2.536 -1.915 -0.11
C -3.721 -2.317 -2.262 -0.09
C -4.202 -1.023 -2.416 -0.09
C -3.350 0.055 -2.231 -0.06
C -2.023 -0.164 -1.885 -0.09
C 3.159 1.691 -2.527 -0.36
C 3.972 2.211 -3.530 -0.09
C 3.895 3.554 -3.843 -0.09
C 3.027 4.374 -3.129 -0.08
C 2.262 3.850 -2.103 -0.09
C 2.305 2.489 -1.776 -0.30
P 1.405 1.867 -0.264 1.04
C 2.368 2.933 0.900 -0.33
C 3.516 2.425 1.501 -0.10
C 4.285 3.228 2.332 -0.09
C 3.911 4.543 2.572 -0.11
C 2.756 5.049 1.989 -0.10
C 1.987 4.244 1.162 -0.10
C -0.247 2.490 -0.436 -0.37
C -2.128 2.832 1.362 -0.26
C -3.296 3.117 0.461 -0.12
C -3.232 3.462 -0.842 -0.19
C -2.107 3.582 -1.730 -0.17
C -0.794 3.181 -1.508 -0.18
H 3.575 -0.232 -4.830 0.09
H 2.180 -1.096 -6.680 0.10
H -0.019 -2.146 -6.143 0.10
H -0.768 -2.280 -3.833 0.10
H -1.051 -3.749 0.207 0.05
H -0.465 -6.100 0.566 0.09
H 1.561 -7.063 -0.498 0.09
H 2.989 -5.623 -1.923 0.10
H 2.389 -3.283 -2.308 0.10
H -2.036 -3.550 -1.799 0.09
H -4.383 -3.164 -2.401 0.09
H -5.242 -0.856 -2.671 0.09
H -3.694 1.076 -2.329 0.09
H -1.369 0.694 -1.752 0.08
H 4.682 1.556 -4.017 0.09
H 4.523 3.967 -4.624 0.09
H 2.968 5.433 -3.353 0.10
H 1.630 4.508 -1.523 0.10
H 3.790 1.387 1.341 0.06
H 5.168 2.818 2.808 0.09
H 4.506 5.167 3.230 0.09
H 2.441 6.065 2.198 0.09
H 1.056 4.613 0.743 0.10
H -2.495 2.227 2.204 0.14
H -4.281 3.025 0.909 0.08
H -4.192 3.685 -1.311 0.08
H -2.310 4.036 -2.695 0.05
H -0.120 3.427 -2.325 0.08
S 1.287 0.433 3.460 0.58
C 0.220 1.718 2.844 -0.76
C -0.002 2.887 3.513 -0.15
C -0.664 4.054 2.974 -0.16
C -1.545 4.080 1.963 -0.09
C -1.078 1.903 0.683 -0.34
N -0.156 1.285 1.623 -0.29
H 0.517 2.986 4.459 0.07
H -0.366 5.007 3.411 0.09
H -1.898 5.030 1.575 0.09
H -1.690 1.077 0.295 0.09
C -2.718 -0.787 6.060 -0.09
C -1.771 -1.078 4.918 -0.37
O -2.221 -2.256 4.249 -0.41
P -1.225 -2.834 3.052 0.54
S 1.822 -2.457 2.023 -0.05
S -1.438 -1.407 1.579 0.34
O -2.318 -3.963 2.490 -0.43
C -2.453 -5.129 3.283 -0.37
C -3.223 -6.163 2.487 -0.09
H -2.408 0.123 6.578 0.07
H -2.730 -1.613 6.775 0.07
H -3.732 -0.642 5.683 0.07
H -0.746 -1.217 5.280 0.09
H -1.743 -0.245 4.210 0.08
H -2.985 -4.888 4.210 0.10
H -1.463 -5.513 3.561 0.10
H -4.207 -5.776 2.220 0.07
H -3.352 -7.079 3.068 0.07
H -2.694 -6.404 1.564 0.06
S 2.984 -1.357 0.724 -0.06
```

The calculation puts the LUMO energy at 4.1 eV. The value obtained for the gap between HOMO and LUMO is 4.8 eV. Its energy above the lowest of the compared OMol25 structures with the same formula, charge and spin is 196.71 kJ/mol. The spin multiplicity is 1. The charge is -2.

***

C47H63CoN2O4P2SSeSi as an isolated structure in a non-equilibrium geometry. Source: OMol25; level of theory: ωB97M-V with the def2-TZVPD basis set.

Geometry as XYZ:
```
122
Properties=species:S:1:pos:R:3:mulliken_spin:R:1
Co -0.597 0.388 0.112 2.58
C 1.153 -2.660 1.013 0.03
N 1.915 -2.921 -0.199 0.00
C 1.712 -2.044 -1.351 0.02
P 0.007 -1.309 -1.495 0.07
C 0.225 -0.606 -3.163 -0.01
C -0.027 -1.319 -4.332 -0.01
C 0.284 -0.756 -5.563 0.00
C 0.858 0.510 -5.631 0.00
C 1.107 1.226 -4.469 0.00
C 0.786 0.672 -3.236 0.01
C -1.086 -2.750 -1.711 -0.01
C -2.449 -2.494 -1.918 0.02
C -3.344 -3.549 -2.062 0.00
C -2.895 -4.862 -1.974 0.00
C -1.549 -5.120 -1.751 0.00
C -0.645 -4.069 -1.621 0.00
C 2.641 -4.107 -0.352 0.00
C 3.668 -4.182 -1.306 0.00
C 4.413 -5.345 -1.455 0.00
C 4.172 -6.457 -0.654 0.00
C 3.154 -6.390 0.290 0.00
C 2.387 -5.237 0.438 0.00
P 1.144 -0.856 1.567 -0.01
C 0.801 -1.217 3.346 0.00
C 1.679 -0.875 4.371 0.00
C 1.382 -1.194 5.694 0.00
C 0.205 -1.856 6.011 0.00
C -0.680 -2.208 4.998 0.00
C -0.385 -1.890 3.675 0.01
C 2.920 -0.440 1.602 0.02
C 3.928 -1.407 1.520 0.00
C 5.266 -1.029 1.559 0.00
C 5.612 0.310 1.698 0.00
C 4.617 1.273 1.803 0.00
C 3.275 0.905 1.747 -0.01
H 1.543 -3.248 1.831 0.00
H 0.095 -2.925 0.889 0.00
H 1.904 -2.583 -2.270 0.00
H 2.376 -1.174 -1.331 0.00
H -0.481 -2.304 -4.282 0.00
H 0.079 -1.308 -6.474 0.00
H 1.107 0.938 -6.595 0.00
H 1.538 2.220 -4.522 0.00
H 0.950 1.241 -2.323 -0.01
H -2.803 -1.469 -1.963 0.00
H -4.394 -3.339 -2.238 0.00
H -3.594 -5.686 -2.082 0.00
H -1.195 -6.143 -1.681 0.00
H 0.405 -4.293 -1.462 0.00
H 3.900 -3.317 -1.918 0.00
H 5.202 -5.375 -2.201 0.00
H 4.768 -7.357 -0.763 0.00
H 2.938 -7.250 0.918 0.00
H 1.574 -5.233 1.156 0.00
H 2.607 -0.363 4.136 0.00
H 2.079 -0.921 6.481 0.00
H -0.025 -2.103 7.043 0.00
H -1.600 -2.735 5.235 0.00
H -1.080 -2.188 2.892 0.00
H 3.687 -2.459 1.429 0.00
H 6.037 -1.789 1.484 0.00
H 6.657 0.600 1.728 0.00
H 4.878 2.319 1.921 0.00
H 2.498 1.663 1.796 0.01
O -1.985 0.134 1.877 0.03
H -1.585 -0.196 2.694 0.00
H -2.127 1.094 2.039 -0.01
Se -2.986 0.760 -3.537 0.52
C -1.299 3.731 -3.041 0.00
C -2.363 3.247 -2.042 0.04
C -2.377 1.735 -1.920 -0.06
N -2.025 1.039 -0.961 0.63
H -1.340 4.818 -3.144 0.00
H -1.450 3.292 -4.026 0.00
H -0.302 3.457 -2.682 0.00
H -3.358 3.574 -2.355 0.00
H -2.140 3.662 -1.059 -0.01
C -4.321 2.537 1.352 0.02
C -3.679 2.795 2.710 -0.01
C -4.095 4.171 3.220 0.00
C -4.100 1.725 3.706 0.00
O -2.224 2.651 2.583 -0.01
Si -0.916 3.559 2.100 0.02
S 0.278 2.537 0.716 0.08
O -1.530 4.952 1.476 0.02
C -0.968 6.275 1.254 -0.01
C -0.985 7.045 2.573 0.00
C 0.455 6.193 0.709 0.01
C -1.882 6.936 0.241 0.00
O 0.030 3.891 3.400 -0.01
C 0.045 3.648 4.808 0.00
C 1.333 4.267 5.326 0.00
C 0.045 2.147 5.049 0.00
C -1.158 4.288 5.494 0.00
H -5.396 2.361 1.474 0.00
H -3.872 1.662 0.871 -0.01
H -4.184 3.402 0.697 0.00
H -5.189 4.223 3.232 0.00
H -3.716 4.956 2.566 0.00
H -3.734 4.351 4.235 0.00
H -5.158 1.842 3.957 0.00
H -3.511 1.813 4.624 0.00
H -3.951 0.723 3.285 0.00
H -0.251 6.622 3.265 0.00
H -1.979 6.981 3.031 0.00
H -0.745 8.102 2.405 0.00
H 1.118 5.692 1.424 0.00
H 0.836 7.204 0.521 0.00
H 0.475 5.620 -0.223 0.00
H -2.911 6.953 0.616 0.00
H -1.863 6.376 -0.698 0.00
H -1.561 7.964 0.047 0.00
H 2.193 3.785 4.849 0.00
H 1.413 4.148 6.412 0.00
H 1.358 5.335 5.084 0.00
H 0.922 1.694 4.579 0.00
H -0.856 1.692 4.618 0.00
H 0.068 1.929 6.122 0.00
H -1.272 5.330 5.176 0.00
H -1.037 4.264 6.582 0.00
H -2.069 3.740 5.238 0.00
```

The calculation puts the LUMO energy (spin up / spin down) at 0.5 / -0.9 eV. The value obtained for the gap between HOMO and LUMO (spin up / spin down) is 7.5 / 5.8 eV. The spin multiplicity is 5. The charge is 0.

***

C8H29FeO7 as an isolated structure in a non-equilibrium geometry. Source: OMol25; level of theory: ωB97M-V with the def2-TZVPD basis set.

Geometry as XYZ:
```
45
Properties=species:S:1:pos:R:3:mulliken_spin:R:1
Fe -1.402 -2.658 -3.263 5.10
C 1.102 -0.844 -0.027 0.00
C -0.342 -1.094 -0.494 0.02
O -0.456 -2.077 -1.462 -0.08
H 1.648 -1.724 0.310 0.00
H 1.209 -0.128 0.787 0.00
H 1.680 -0.401 -0.838 0.00
H -0.738 -0.238 -1.040 -0.01
H -1.055 -1.328 0.297 0.00
C 3.569 0.922 4.239 0.00
C 3.308 0.743 2.768 0.00
O 4.545 1.083 2.043 0.00
H 3.508 1.941 4.619 0.00
H 4.491 0.476 4.613 0.00
H 2.755 0.410 4.752 0.00
H 2.425 1.278 2.418 0.00
H 2.977 -0.246 2.449 0.00
H 4.865 1.918 2.391 0.00
C -5.107 -1.023 -2.552 -0.01
C -3.675 -1.021 -2.104 0.02
O -2.821 -1.101 -3.343 -0.09
H -5.821 -0.916 -1.736 0.00
H -5.221 -1.934 -3.139 0.00
H -5.314 -0.131 -3.145 0.00
H -3.395 -1.668 -1.273 0.01
H -3.551 -0.003 -1.736 0.00
H -2.994 -0.317 -3.869 0.01
C 1.457 4.466 -0.680 0.00
C 0.685 3.126 -0.196 0.00
O 0.658 2.169 -1.281 0.00
H 1.007 5.144 -1.405 0.00
H 2.486 4.157 -0.863 0.00
H 1.522 5.109 0.197 0.00
H -0.353 3.338 0.058 0.00
H 1.056 2.647 0.711 0.00
H 0.257 1.392 -0.885 0.00
O -1.428 -4.038 1.020 0.00
H -1.550 -3.669 1.895 0.00
H -0.947 -3.364 0.540 0.00
O -3.151 0.287 2.167 0.00
H -2.829 -0.474 1.685 0.00
H -3.135 0.016 3.085 0.00
O 3.040 -3.245 -2.640 0.00
H 2.311 -2.880 -2.139 0.00
H 2.724 -4.098 -2.937 0.00
```

The calculation puts the LUMO energy (spin up / spin down) at 0.2 / -0.5 eV. The value obtained for the gap between HOMO and LUMO (spin up / spin down) is 7.1 / 8.6 eV. The spin multiplicity is 6. The charge is 0.

***

An isolated ion of composition C3H6Br2N3 and charge +1 in a non-equilibrium geometry. Source: OMol25; level of theory: ωB97M-V with the def2-TZVPD basis set.

Geometry as XYZ:
```
14
Properties=species:S:1:pos:R:3:nbo_charge:R:1
C 0.413 1.315 0.114 0.40
C -1.298 -0.330 0.602 0.18
C 1.459 -0.807 -0.559 -0.42
N -0.854 0.838 0.053 -0.49
N -2.259 -0.973 0.074 -0.50
N 1.474 0.519 -0.045 -0.45
Br -2.128 2.035 -0.704 0.35
Br -3.384 -2.286 0.686 0.34
H 0.447 2.325 0.202 0.23
H 0.496 -1.039 -0.803 0.23
H -0.827 -0.548 1.693 0.20
H 1.983 -1.413 0.248 0.25
H 2.145 -0.671 -1.465 0.24
H 2.333 1.035 -0.097 0.43
```

The calculation puts the LUMO energy at -5.4 eV. The value obtained for the gap between HOMO and LUMO is 7.9 eV. Its energy above the lowest of the compared OMol25 structures with the same formula, charge and spin is 180.42 kJ/mol. The spin multiplicity is 1. The charge is +1.

***

The records above yield DFT total energy values of -5885.07721; -7394.00424; -2112.39270; -5429.82628 hartree, respectively.